No. 1
Computed, not measured: a structure of composition C50H39CoN2O4P2Si in a non-equilibrium geometry, with ωB97M-V with the def2-TZVPD basis set.

## Properties
Kohn-Sham gap (spin up / spin down) = 7.12 / 6.37 eV
LUMO energy (spin up / spin down) = 2.407 / 2.407 eV
Spin multiplicity = 2
Total charge = -1
F_max = 1.061 eV/A
E_tot = -127739.1057 eV
HOMO (spin up / spin down) = -4.708 / -3.964 eV

Each line ends with the Mulliken spin population.
CARTESIAN COORDINATES (ANGSTROEM)
Co: 0.18375 -0.14128 -0.13368  1.171
C: 0.00233 1.90005 3.33420  0.009
Si: -0.41350 1.49515 1.52369  -0.020
C: -0.29346 3.16669 0.63007  -0.023
C: -0.22083 4.38840 1.30011  0.006
C: -0.06404 5.57481 0.59991  -0.004
C: 0.03264 5.56047 -0.78721  0.003
C: -0.03808 4.35888 -1.47037  -0.003
C: -0.20182 3.17340 -0.76536  0.024
P: -0.36176 1.49903 -1.48539  -0.045
C: 0.72146 1.54084 -2.96013  -0.018
C: 0.40240 0.81002 -4.10197  -0.004
C: 1.33666 0.63558 -5.11225  0.001
C: 2.59975 1.19557 -4.99793  -0.003
C: 2.92330 1.93372 -3.86625  -0.003
C: 1.99324 2.10028 -2.85358  -0.010
C: -2.03292 1.62144 -2.23107  -0.006
C: -2.32243 2.42478 -3.33210  -0.004
C: -3.61685 2.51670 -3.81213  0.001
C: -4.63859 1.80539 -3.19187  0.000
C: -4.35767 1.00274 -2.09850  0.000
C: -3.05725 0.90972 -1.62408  0.010
C: -2.22851 0.94340 1.87726  -0.044
C: -3.20184 1.81683 2.36592  0.002
C: -4.44792 1.35356 2.75333  0.001
C: -4.72218 -0.01211 2.72264  -0.002
C: -3.75853 -0.89511 2.26786  -0.006
C: -2.53756 -0.41519 1.80580  0.025
P: -1.20253 -1.45986 1.05713  -0.014
C: -0.80135 -2.48336 2.54717  -0.009
C: -1.46458 -3.65602 2.89679  0.000
C: -1.13823 -4.33124 4.06342  0.000
C: -0.14564 -3.84072 4.90014  0.000
C: 0.52591 -2.67446 4.55801  -0.004
C: 0.20520 -2.00684 3.38639  0.005
C: -2.09251 -2.68258 0.03032  0.001
C: -3.35562 -2.47336 -0.50917  0.006
C: -3.89167 -3.36749 -1.42662  -0.003
C: -3.17022 -4.48224 -1.81776  0.003
C: -1.90492 -4.69990 -1.28726  -0.008
C: -1.37430 -3.80681 -0.37676  -0.002
H: -0.73641 2.58822 3.74978  -0.001
H: 1.00075 2.31846 3.45659  -0.001
H: -0.05351 0.98180 3.92193  0.000
H: -0.27238 4.41447 2.38166  0.001
H: -0.00327 6.51386 1.13661  0.000
H: 0.16674 6.48457 -1.33519  0.000
H: 0.04787 4.34490 -2.55076  0.000
H: -0.56233 0.32573 -4.18158  0.001
H: 1.08053 0.02983 -5.97182  0.000
H: 3.33678 1.03617 -5.77420  0.000
H: 3.91237 2.36227 -3.76305  0.000
H: 2.26990 2.65007 -1.95955  0.000
H: -1.52793 2.96984 -3.82816  0.000
H: -3.82858 3.13837 -4.67277  0.000
H: -5.65126 1.87649 -3.56924  0.000
H: -5.14567 0.44065 -1.61242  0.000
H: -2.82274 0.27979 -0.77826  0.010
H: -2.98818 2.87885 2.43498  -0.003
H: -5.20274 2.05133 3.09543  0.000
H: -5.68396 -0.38661 3.05090  0.000
H: -3.96930 -1.95801 2.24957  0.001
H: -2.24005 -4.05068 2.25251  0.000
H: -1.66417 -5.24354 4.31709  0.000
H: 0.10716 -4.36806 5.81151  0.000
H: 1.30809 -2.28316 5.19726  0.000
H: 0.75163 -1.11159 3.11534  0.020
H: -3.93097 -1.60216 -0.22813  0.002
H: -4.87237 -3.17602 -1.84547  0.000
H: -3.58195 -5.16987 -2.54526  0.000
H: -1.31732 -5.55065 -1.60723  0.000
H: -0.36918 -3.96731 -0.00221  0.000
O: 2.64321 -3.20942 -4.63884  0.000
C: 3.56708 -2.56606 -3.94985  -0.002
O: 4.74389 -2.58988 -4.24818  0.000
C: 3.09647 -1.84916 -2.74257  -0.001
C: 3.92660 -1.21798 -1.83558  -0.005
N: 3.13447 -0.66917 -0.89857  -0.001
N: 1.84170 -0.89414 -1.15813  0.023
C: 1.79365 -1.60156 -2.26812  -0.033
C: 0.41499 -1.93375 -2.77619  0.020
O: 0.34826 -2.64134 -3.81400  -0.004
O: -0.50061 -1.43182 -2.09943  0.029
H: 1.71758 -3.13461 -4.19660  0.000
H: 4.99793 -1.13103 -1.80474  0.000
H: 3.34900 -0.15593 -0.05503  -0.004
C: 1.41937 0.52146 1.28620  -0.049
C: 2.47939 0.51915 1.90205  -0.021
C: 3.68131 0.49413 2.68006  -0.002
C: 4.06593 -0.68137 3.33410  -0.007
C: 5.23588 -0.72099 4.07170  0.003
C: 6.04080 0.40732 4.16700  -0.005
C: 5.66812 1.57779 3.51989  0.002
C: 4.49862 1.62425 2.78069  -0.005
H: 3.43910 -1.55969 3.24933  0.000
H: 5.52020 -1.63947 4.56898  0.000
H: 6.95718 0.37325 4.74241  -0.001
H: 6.29068 2.46061 3.58655  0.000
H: 4.20228 2.53257 2.27231  -0.001

Atomic forces in eV per Å
Co 0.1 0.5 0.9
C 0.1 -0.1 -0.1
Si -0.5 -0.4 -0.5
C 0.0 0.0 0.0
C 0.0 0.0 0.0
C 0.0 0.1 0.0
C 0.0 0.0 0.1
C 0.0 0.0 -0.1
C 0.0 -0.3 0.2
P 0.2 0.0 -0.3
C -0.1 0.0 0.1
C 0.0 0.0 0.0
C 0.0 0.0 0.0
C 0.0 0.0 0.0
C 0.0 0.0 -0.1
C 0.1 0.0 0.0
C 0.1 -0.1 0.1
C 0.1 0.0 0.0
C -0.1 0.0 0.0
C 0.0 0.0 -0.1
C 0.0 0.0 0.0
C 0.0 0.0 -0.1
C 0.1 0.2 0.0
C 0.0 0.0 0.0
C -0.1 -0.1 0.0
C 0.0 0.1 0.0
C -0.1 0.0 0.0
C 0.3 0.0 -0.2
P -0.2 -0.1 0.0
C 0.1 0.1 -0.1
C -0.1 0.0 0.0
C 0.0 0.0 0.0
C 0.0 0.0 0.0
C 0.0 -0.1 0.0
C 0.0 0.0 0.0
C 0.0 0.0 0.0
C 0.0 0.0 0.1
C 0.0 0.0 0.0
C 0.0 0.0 0.0
C 0.0 0.0 0.0
C 0.1 0.0 0.0
H -0.1 0.0 0.0
H 0.0 0.1 0.0
H 0.0 0.0 0.1
H 0.0 0.0 0.0
H 0.0 0.0 0.0
H 0.0 0.0 0.0
H 0.0 0.0 0.0
H 0.0 0.0 0.0
H 0.0 0.0 0.0
H 0.0 0.0 0.0
H 0.0 0.0 0.0
H 0.0 0.0 0.0
H 0.0 0.0 0.0
H 0.0 0.0 0.0
H 0.0 0.0 0.0
H 0.0 0.0 0.0
H 0.0 0.0 0.0
H 0.0 0.0 0.0
H 0.0 0.0 0.0
H 0.0 0.0 0.0
H 0.0 0.0 0.0
H 0.0 0.0 0.0
H 0.0 0.0 0.0
H 0.0 0.0 0.0
H 0.0 0.0 0.0
H 0.0 0.0 -0.1
H 0.0 0.0 0.0
H 0.0 0.0 0.0
H 0.0 0.0 0.0
H 0.0 0.0 0.0
H 0.0 0.0 0.0
O 0.3 -0.2 0.2
C 0.0 -0.4 0.1
O 0.0 0.1 -0.1
C 0.3 0.2 -0.1
C -0.1 0.0 0.1
N -0.3 -0.2 -0.3
N 0.0 0.1 0.5
C -0.2 0.0 0.1
C 0.3 0.1 0.1
O -0.3 -0.1 0.4
O -0.4 -0.1 -0.3
H -0.1 0.5 -0.5
H 0.0 0.0 0.0
H 0.0 0.1 0.0
C 0.6 -0.2 -0.3
C -0.1 0.2 0.1
C -0.1 0.0 -0.1
C 0.0 0.0 0.0
C 0.0 0.0 0.0
C 0.1 0.0 0.1
C 0.0 0.0 0.0
C 0.0 0.0 0.0
H 0.0 0.0 0.0
H 0.0 0.0 0.0
H 0.0 0.0 0.0
H 0.0 0.0 0.0
H 0.0 0.0 0.0

***

No. 2
Computed, not measured: a structure of composition C50H40AsF6IIrNO4P2S2 in a non-equilibrium geometry, with ωB97M-V with the def2-TZVPD basis set.

## Properties
Energy above the lowest of the compared OMol25 structures with the same formula, charge and spin = 265.1 kJ/mol
Kohn-Sham gap (spin up / spin down) = 5.44 / 4.62 eV
LUMO energy (spin up / spin down) = -9.792 / -11.220 eV
Spin multiplicity = 6
Total charge = +3
F_max = 7.285 eV/A
E_tot = -190475.4120 eV
HOMO (spin up / spin down) = -15.237 / -15.841 eV

Each line ends with the Mulliken spin population.
CARTESIAN COORDINATES (ANGSTROEM)
Ir: 0.21095 -2.02156 -0.55955  1.443
I: 0.37305 -2.63466 2.12208  0.150
C: 1.59447 -0.93735 2.97400  0.024
C: 1.04951 -0.29150 4.11648  0.010
C: 1.91300 0.43529 4.96878  0.002
C: 3.27617 0.49936 4.65094  0.005
C: 3.78472 0.08124 3.39723  0.005
C: 5.18698 -0.03154 3.08670  -0.004
C: 5.64274 -0.76320 2.05582  0.002
C: 4.81071 -1.37920 1.10991  -0.002
C: 3.42724 -1.28877 1.27643  0.013
P: 2.47288 -1.46930 -0.29387  0.075
C: 3.24359 -2.99668 -1.03498  0.027
C: 3.06530 -3.37937 -2.39702  0.027
C: 3.09099 -4.75327 -2.74251  -0.008
C: 3.29962 -5.72462 -1.74456  0.011
C: 3.73594 -5.32791 -0.48104  0.008
C: 3.60962 -3.99703 -0.09858  -0.001
C: 3.00673 -0.03190 -1.22078  0.019
C: 2.74465 -0.02470 -2.64464  0.024
C: 3.16681 0.99781 -3.47075  -0.007
C: 3.58740 2.23053 -2.86767  0.014
C: 3.80542 2.22581 -1.49418  0.003
C: 3.61105 1.12940 -0.68815  0.005
C: 2.87127 -0.64997 2.48220  0.017
H: -0.07834 -0.31105 4.26332  0.003
H: 1.48438 0.87408 5.88749  0.000
H: 4.03139 1.01870 5.31661  0.001
H: 5.88662 0.48003 3.76417  0.000
H: 6.66904 -0.98111 1.95594  0.001
H: 5.26118 -1.92273 0.28624  0.000
H: 2.84499 -2.63285 -3.15041  0.003
H: 2.85082 -5.18364 -3.74864  -0.001
H: 3.19749 -6.74305 -2.08224  0.000
H: 4.16560 -6.02478 0.20626  0.000
H: 3.91484 -3.59506 0.93824  0.000
H: 2.25969 -0.94965 -3.06092  -0.018
H: 2.97206 0.90436 -4.54823  0.000
H: 3.76463 3.08150 -3.54664  0.000
H: 4.16178 3.09903 -1.06172  0.000
H: 3.78170 1.20746 0.42162  -0.003
F: 1.27434 -4.01609 -4.88183  0.001
C: 0.02849 -4.18410 -4.47655  0.011
F: -0.75303 -4.30107 -5.55829  0.004
F: -0.02138 -5.36752 -3.78924  0.002
S: -0.54895 -2.59633 -3.55927  0.026
O: 0.36575 -1.61387 -4.15003  0.078
O: -1.97307 -2.58817 -3.85677  0.157
N: -0.39233 -2.75831 -2.10401  0.785
S: -1.10391 -5.38356 -0.73558  0.243
O: -1.75045 -4.80986 0.43231  0.194
O: -0.30092 -6.66776 -0.67798  0.286
C: -2.82127 -5.71850 -1.82606  0.212
F: -2.71810 -5.16157 -3.02675  0.017
F: -2.92280 -7.00458 -2.04951  0.025
F: -3.82050 -5.14055 -1.10697  0.024
C: -0.85248 1.10624 0.91678  -0.032
C: 0.09761 2.12556 0.32983  0.203
As: 0.12217 3.99890 1.19293  0.410
C: -0.74570 3.89523 2.94920  0.126
C: -2.08822 4.10835 3.21156  0.003
C: -2.61552 4.31430 4.50752  -0.004
C: -1.78332 4.25855 5.60780  0.020
C: -0.41719 4.05587 5.37181  -0.003
C: 0.11785 3.91892 4.08277  0.014
C: -1.20184 5.00254 0.18481  0.098
C: -1.72836 6.20269 0.76175  0.090
C: -2.65687 6.97384 0.07366  -0.028
C: -2.91705 6.64250 -1.25785  0.134
C: -2.29083 5.52207 -1.85290  0.003
C: -1.50429 4.62987 -1.10540  0.017
P: -1.26577 -0.29953 -0.21878  -0.049
C: -2.05089 0.52413 -1.65581  0.014
C: -3.45371 0.76521 -1.59910  0.006
C: -4.08919 1.21531 -2.75629  0.000
C: -3.38037 1.49308 -3.96374  0.001
C: -2.04132 1.11574 -4.02356  0.002
C: -1.40316 0.60956 -2.87203  -0.021
C: -2.61924 -1.19847 0.68342  0.069
C: -3.42936 -2.03144 -0.11937  0.014
C: -4.63073 -2.55837 0.42361  -0.008
C: -4.92186 -2.39695 1.79132  0.014
C: -4.01677 -1.65464 2.56897  0.014
C: -2.93373 -0.97143 2.01666  -0.014
H: -1.78279 1.62356 1.29432  0.016
H: -0.42309 0.70276 1.85391  0.004
H: -0.06066 2.31033 -0.73485  -0.008
H: 1.16504 1.88106 0.41616  -0.025
H: -2.88962 4.20142 2.42933  0.001
H: -3.69382 4.52023 4.50474  0.001
H: -2.17626 4.41241 6.58078  0.000
H: 0.24765 4.00649 6.24406  0.000
H: 1.17921 3.80333 3.91302  -0.013
H: -1.45424 6.47440 1.78267  0.002
H: -3.20067 7.72489 0.59645  0.000
H: -3.49112 7.34777 -1.83574  0.002
H: -2.49729 5.39248 -2.95904  0.004
H: -0.99506 3.76040 -1.59128  0.003
H: -3.97658 0.75243 -0.67134  -0.001
H: -5.14689 1.42534 -2.67885  0.000
H: -3.90368 1.94904 -4.80425  0.000
H: -1.47838 1.31939 -4.90833  0.000
H: -0.36777 0.37124 -2.89230  0.009
H: -3.13132 -2.22290 -1.15533  -0.001
H: -5.24783 -3.18925 -0.20739  0.000
H: -5.75215 -2.92330 2.26125  0.000
H: -4.22595 -1.57451 3.64580  0.000
H: -2.28710 -0.34293 2.68979  0.000

Atomic forces in eV per Å
Ir 0.3 1.0 2.2
I 0.8 0.6 1.0
C -1.3 0.8 0.6
C -0.7 -0.5 -1.2
C 0.2 -0.3 -0.3
C 0.6 1.5 0.3
C -1.1 -2.0 -0.9
C -0.6 1.3 1.3
C 0.0 -0.6 -0.3
C -1.7 0.3 0.4
C 0.1 0.9 0.3
P 2.7 0.2 -0.4
C -1.4 -0.5 0.1
C -0.4 -0.9 0.2
C -0.5 -0.1 0.3
C 0.5 1.1 -0.8
C -0.3 0.5 0.0
C 0.7 1.1 1.1
C 0.0 1.3 -1.9
C 0.1 -1.8 1.2
C -0.8 1.3 0.4
C -0.1 -1.9 -1.1
C -0.1 -0.1 -1.2
C -1.1 -1.3 1.4
C 1.3 -0.9 0.0
H 1.7 -0.3 0.3
H 0.5 -0.3 -0.6
H -1.2 -0.8 -0.6
H -0.3 -0.4 -0.3
H 1.2 0.2 -0.1
H -0.1 0.3 -0.1
H 0.0 -0.3 0.0
H 0.4 1.1 1.0
H 0.2 -0.3 0.4
H -0.1 -0.4 0.4
H -0.7 -1.4 -1.7
H 0.5 1.4 0.2
H 0.3 0.2 0.5
H 0.0 -0.3 0.8
H 0.7 1.5 0.8
H 0.1 -0.1 -1.3
F 0.0 0.2 0.0
C -0.3 -1.2 -0.5
F 0.4 0.3 1.0
F -0.2 1.5 -0.2
S -0.5 0.5 -7.3
O -1.3 -1.1 0.9
O 1.0 0.8 0.6
N 0.1 -1.9 3.0
S 0.6 -3.4 -0.4
O 0.7 0.3 0.5
O -2.1 3.2 -0.1
C 0.0 0.1 -0.7
F -0.1 0.6 0.8
F -0.5 0.2 1.1
F 1.3 -1.3 -1.2
C -0.1 0.4 1.5
C 1.2 1.0 -0.1
As -2.5 -0.7 -0.2
C 1.3 0.6 1.2
C -2.2 0.5 -0.7
C 0.0 -0.3 -1.4
C 0.5 0.0 -1.3
C 0.6 -0.2 0.2
C -0.9 -0.3 -0.1
C 0.9 0.3 1.6
C -0.1 -0.3 0.2
C 0.5 -1.5 0.1
C 1.0 -0.2 0.2
C -0.7 -0.3 -1.2
C 0.2 0.5 -2.2
P -1.4 1.1 0.8
C -0.9 -1.3 0.1
C 1.1 0.8 -1.2
C 0.5 0.5 0.0
C -0.2 -1.0 1.3
C -0.4 0.5 1.0
C -0.3 0.8 -0.4
C 0.3 0.3 -1.5
C -0.7 0.1 0.7
C 1.0 -0.1 0.1
C 1.2 0.0 -0.8
C -0.6 0.3 0.6
C 0.5 -0.1 1.2
H 0.4 -0.8 -0.8
H 0.0 0.0 -0.4
H -0.1 0.1 0.1
H -0.3 -0.4 0.0
H 1.3 -0.2 0.4
H 0.6 -0.1 0.6
H -0.1 0.1 0.8
H -0.2 0.1 -0.5
H 0.1 0.0 0.3
H 0.0 -0.1 -0.3
H -0.1 0.8 0.1
H -0.3 -0.2 -0.3
H 0.4 -0.2 1.5
H -0.8 0.9 0.4
H -0.5 -0.4 0.4
H 0.0 0.1 -0.2
H 0.2 -0.2 0.2
H 0.3 -0.2 -0.4
H 0.8 -0.3 -0.4
H -0.4 0.0 0.3
H 0.0 0.2 0.1
H 0.1 0.3 -0.2
H 0.2 0.1 -0.6
H -0.8 -0.7 -0.8

***

> Among the records above, which one has the highest spin multiplicity?

C50H40AsF6IIrNO4P2S2